No. 1
An isolated molecule of C9H17N3O5 in a non-equilibrium geometry. Source: OMol25; level of theory: ωB97M-V with the def2-TZVPD basis set.

Results
Gap between HOMO and LUMO: 0.343 hartree
Energy relative to the best compared isomer or geometry (same formula, charge and spin): 154.78 kcal per mole
Spin multiplicity: 1
LUMO level: 0.2 eV
M: 247.3 u

```
34
C9H17N3O5 | OMol25 | ωB97M-V with the def2-TZVPD basis set
C 3.89 -1.69 -0.41
C 3.63 -0.13 -0.36
O 3.25 0.11 -1.77
C 2.73 0.47 0.75
N 1.58 -0.38 0.88
C 0.64 -0.48 -0.01
O 1.07 -0.68 -1.21
C -0.87 -0.75 0.53
N -0.99 -0.57 1.94
C -1.80 0.07 -0.41
C -3.34 -0.23 0.01
C -4.58 0.67 -0.48
N -5.90 0.10 -0.81
O -4.69 1.86 -0.26
C 2.63 1.97 0.36
O 3.69 2.70 -0.02
O 1.44 2.37 0.10
H 3.87 -1.96 0.81
H 2.94 -2.14 -1.03
H 4.93 -1.85 -0.98
H 4.65 0.31 -0.24
H 2.28 -0.12 -2.05
H 3.33 0.26 1.48
H 1.15 -0.16 1.74
H -0.90 -1.77 0.20
H -1.90 -1.01 2.15
H -1.33 0.36 2.25
H -1.47 -0.13 -1.39
H -1.79 1.21 -0.41
H -3.59 -1.30 -0.10
H -3.23 -0.15 1.22
H -6.03 -0.91 -0.64
H -6.70 0.68 -1.31
H 1.40 3.28 -0.50
```

=====

No. 2
The ion C9H17N5 with charge +2 in a non-equilibrium geometry. Source: OMol25; level of theory: ωB97M-V with the def2-TZVPD basis set.

Results
Gap between HOMO and LUMO: 0.324 hartree
Energy relative to the best compared isomer or geometry (same formula, charge and spin): 38.26 kcal per mole
Spin multiplicity: 1
LUMO level: -7.4 eV
Charge: +2
M: 195.3 u

```
31
C9H17N5 | OMol25 | ωB97M-V with the def2-TZVPD basis set
C 2.97 0.92 -1.12
N 1.52 1.10 -1.18
C 0.89 1.78 -2.16
N -0.42 1.95 -1.96
C -0.61 1.40 -0.75
C 0.57 0.83 -0.28
C 0.51 -0.21 1.17
N 0.71 -1.65 0.55
C 0.70 -2.65 1.67
C -0.40 -1.92 -0.30
N -0.85 -0.14 1.64
C -1.86 0.54 1.02
N -1.77 1.31 -0.02
C -2.92 2.03 -0.43
H 3.34 1.80 -0.71
H 3.31 0.12 -0.53
H 3.44 0.66 -2.16
H 1.30 2.24 -3.06
H 1.29 -0.12 1.92
H 1.61 -1.65 0.19
H 1.34 -3.48 1.40
H 1.21 -2.33 2.49
H -0.22 -3.06 1.83
H -1.20 -2.18 0.30
H -0.76 -1.15 -0.97
H -0.20 -2.87 -0.97
H -1.08 -0.39 2.61
H -2.77 0.53 1.55
H -3.27 2.80 0.21
H -3.70 1.29 -0.55
H -2.67 2.50 -1.42
```

=====

No. 3
An isolated molecule of C9H17NO4S in a non-equilibrium geometry. Source: OMol25; level of theory: ωB97M-V with the def2-TZVPD basis set.

Results
Gap between HOMO and LUMO: 0.331 hartree
Energy relative to the best compared isomer or geometry (same formula, charge and spin): 49.69 kcal per mole
Spin multiplicity: 1
LUMO level: 0.3 eV
M: 235.3 u

```
32
C9H17NO4S | OMol25 | ωB97M-V with the def2-TZVPD basis set
C -2.40 -2.43 3.18
O -1.08 -2.59 2.48
C -0.85 -1.32 1.85
C 0.58 -1.17 1.22
N 0.80 -0.04 0.28
C 1.46 1.25 0.69
C 0.48 2.22 1.29
O -0.67 2.09 1.05
O 0.94 2.97 2.29
C 0.17 -0.19 -0.96
O -0.32 -1.30 -1.32
C 0.50 0.81 -2.06
C -0.75 1.26 -2.94
C 1.61 0.37 -2.99
S 1.28 -1.11 -4.07
H -2.26 -2.01 4.18
H -2.79 -3.50 3.13
H -3.18 -1.92 2.63
H -1.54 -1.09 1.03
H -0.88 -0.55 2.64
H 1.28 -0.98 2.06
H 0.84 -2.21 0.90
H 2.04 1.66 -0.16
H 2.27 1.17 1.42
H 0.10 3.16 2.67
H 0.73 1.76 -1.61
H -1.29 0.33 -3.15
H -1.43 1.97 -2.36
H -0.44 1.68 -3.91
H 2.56 0.17 -2.45
H 1.99 1.15 -3.67
H 0.26 -1.61 -3.33
```

=====

No. 4
The ion C9H17NOP with charge +1 in a non-equilibrium geometry. Source: OMol25; level of theory: ωB97M-V with the def2-TZVPD basis set.

Results
Gap between HOMO and LUMO (spin up / spin down): 0.250 / 0.288 hartree
Spin multiplicity: 3
LUMO level (spin up / spin down): -2.7 / -6.1 eV
Charge: +1
M: 186.2 u

```
29
C9H17NOP | OMol25 | ωB97M-V with the def2-TZVPD basis set
C -0.79 2.05 -0.09
C 0.46 2.45 0.19
C -0.96 0.69 -0.71
C 1.58 1.55 0.18
C 0.30 0.40 -1.54
C 1.38 0.40 -0.48
C 2.38 -0.79 -0.59
C 0.06 -0.42 2.04
C -2.62 -0.94 1.39
N 0.10 -0.91 -2.19
O -0.40 -1.97 0.00
P -0.90 -0.70 0.57
H -1.62 2.69 0.00
H 0.61 3.52 0.59
H -1.95 0.50 -1.23
H 2.46 1.43 0.78
H 0.25 1.23 -2.36
H 1.92 -1.75 -0.39
H 3.15 -0.43 0.25
H 2.85 -0.92 -1.62
H -0.47 -1.10 2.75
H 1.11 -0.71 2.19
H -0.33 0.50 2.31
H -3.55 -0.85 0.86
H -2.42 -1.93 1.56
H -2.61 -0.37 2.40
H -0.20 -1.62 -1.26
H 0.88 -1.21 -2.74
H -0.69 -0.79 -2.83
```

=====

No. 5
The ion C9H17O2Si with charge -1 in a non-equilibrium geometry. Source: OMol25; level of theory: ωB97M-V with the def2-TZVPD basis set.

Results
Gap between HOMO and LUMO: 0.223 hartree
Energy relative to the best compared isomer or geometry (same formula, charge and spin): 39.02 kcal per mole
Spin multiplicity: 1
LUMO level: 3.6 eV
Charge: -1
M: 185.3 u

```
29
C9H17O2Si | OMol25 | ωB97M-V with the def2-TZVPD basis set
C 2.72 1.27 -1.42
C 2.56 0.86 0.03
Si 1.35 -0.65 0.28
C 1.82 -1.99 -1.02
C 1.76 -1.19 1.98
O -0.08 -0.05 -0.01
C -1.29 -0.95 0.14
O -1.15 -2.17 0.30
C -2.30 -0.05 0.20
C -3.77 -0.10 0.40
C -3.78 1.43 0.21
C -2.34 1.35 -0.26
H 3.38 2.24 -1.30
H 3.21 0.54 -2.15
H 1.71 1.56 -1.78
H 2.08 1.65 0.61
H 3.62 0.57 0.48
H 1.24 -1.69 -1.86
H 2.88 -2.01 -1.26
H 1.55 -2.99 -0.68
H 1.00 -0.95 2.68
H 1.96 -2.25 2.18
H 2.68 -0.73 2.28
H -4.10 -0.55 1.39
H -4.27 -0.55 -0.50
H -4.37 1.82 -0.77
H -4.12 2.10 0.98
H -2.33 1.34 -1.32
H -1.60 2.11 0.18
```

=====

No. 6
A structure of composition C9H18AsF8O9Tl in a non-equilibrium geometry. Source: OMol25; level of theory: ωB97M-V with the def2-TZVPD basis set.

Results
Gap between HOMO and LUMO: 0.159 hartree
Energy relative to the best compared isomer or geometry (same formula, charge and spin): 0.00 kcal per mole
Spin multiplicity: 1
LUMO level: -7.1 eV
M: 701.5 u

```
46
C9H18AsF8O9Tl | OMol25 | ωB97M-V with the def2-TZVPD basis set
Tl 0.46 -0.13 -0.51
As -0.52 -3.77 1.88
F -0.73 -5.40 2.47
F -1.30 -3.11 3.29
F -0.32 -2.15 1.21
F 0.26 -4.44 0.47
F -2.10 -3.80 1.10
F 1.02 -3.64 2.70
F -1.66 -1.52 -1.31
F 1.27 2.46 -0.17
C 3.39 -1.87 3.14
O 4.40 -1.18 2.42
C 4.10 -0.36 1.45
O 3.04 -0.30 0.86
O 5.12 0.48 1.30
C 4.89 1.59 0.43
H 2.50 -2.05 2.55
H 3.08 -1.30 4.02
H 3.76 -2.82 3.51
H 5.34 1.47 -0.56
H 5.35 2.48 0.84
H 3.84 1.75 0.20
C -1.61 3.21 2.48
O -2.63 2.25 2.66
C -2.44 1.05 2.10
O -1.42 0.71 1.55
O -3.56 0.39 2.17
C -3.54 -0.98 1.70
H -1.10 3.11 1.52
H -0.80 3.00 3.18
H -1.96 4.23 2.57
H -2.94 -1.68 2.28
H -3.13 -0.93 0.69
H -4.54 -1.39 1.64
C -1.71 -0.76 -4.61
O -1.48 0.66 -4.76
C -0.48 1.22 -4.10
O 0.17 0.72 -3.21
O -0.35 2.50 -4.39
C -1.34 3.20 -5.11
H -0.90 -1.34 -5.03
H -2.68 -0.89 -5.10
H -1.89 -1.02 -3.57
H -1.15 4.27 -5.04
H -2.36 3.15 -4.72
H -1.33 2.94 -6.17
```

=====

No. 7
An isolated molecule of C9H18BNO4 in a non-equilibrium geometry. Source: OMol25; level of theory: ωB97M-V with the def2-TZVPD basis set.

Results
Gap between HOMO and LUMO: 0.371 hartree
Energy relative to the best compared isomer or geometry (same formula, charge and spin): 3.97 kcal per mole
Spin multiplicity: 1
LUMO level: 0.5 eV
M: 215.1 u

```
33
C9H18BNO4 | OMol25 | ωB97M-V with the def2-TZVPD basis set
N 1.44 -2.56 -1.03
C 1.09 -1.39 -0.26
C -0.24 -1.65 0.37
O -0.45 -1.25 1.51
O -1.16 -2.36 -0.34
C 2.17 -1.16 0.84
C 2.99 0.10 0.43
C 2.17 0.80 -0.69
C 1.06 -0.13 -1.21
C -0.31 0.59 -1.48
C -0.87 1.38 -0.29
C -2.38 1.42 -0.24
B -2.93 1.59 1.22
O -3.75 2.69 1.41
O -2.50 0.82 2.28
H 0.73 -2.78 -1.73
H 1.47 -3.38 -0.43
H -1.93 -2.40 0.21
H 2.75 -2.08 0.93
H 1.62 -0.94 1.77
H 3.98 -0.24 0.12
H 3.10 0.77 1.31
H 2.85 1.14 -1.47
H 1.73 1.72 -0.28
H 1.36 -0.52 -2.21
H -1.01 -0.21 -1.70
H -0.32 1.25 -2.35
H -0.51 0.90 0.62
H -0.50 2.40 -0.27
H -2.81 0.46 -0.55
H -2.83 2.20 -0.88
H -4.13 2.71 2.32
H -1.89 0.10 2.07
```

=====

No. 8
A structure of composition C9H18ClCrO9 in a non-equilibrium geometry. Source: OMol25; level of theory: ωB97M-V with the def2-TZVPD basis set.

Results
Gap between HOMO and LUMO (spin up / spin down): 0.254 / 0.283 hartree
Energy relative to the best compared isomer or geometry (same formula, charge and spin): 19.25 kcal per mole
Spin multiplicity: 5
LUMO level (spin up / spin down): -6.0 / -5.2 eV
Charge: +1
M: 357.7 u

```
38
C9H18ClCrO9 | OMol25 | ωB97M-V with the def2-TZVPD basis set
Cr 3.00 -0.72 1.42
Cl 2.82 0.32 -0.79
C -0.24 2.06 0.40
O -0.26 2.13 1.82
C 0.27 1.10 2.48
O 0.80 0.12 1.99
O 0.11 1.38 3.75
C 0.66 0.53 4.73
H -0.33 3.06 0.00
H -1.01 1.35 0.07
H 0.65 1.63 -0.07
H 1.73 0.35 4.58
H 0.14 -0.42 4.81
H 0.57 0.96 5.73
C -3.67 2.14 -4.04
O -2.34 2.63 -4.08
C -1.36 1.92 -3.57
O -1.46 0.89 -2.94
O -0.23 2.55 -3.78
C 0.98 1.94 -3.32
H -4.15 2.31 -5.00
H -4.25 2.49 -3.19
H -3.65 1.05 -3.98
H 1.74 2.56 -3.79
H 1.08 0.92 -3.68
H 1.01 1.93 -2.23
C -0.19 -2.00 -0.86
O -0.35 -2.96 0.21
C 0.62 -3.09 1.06
O 1.58 -2.33 1.10
O 0.35 -4.05 1.90
C 1.29 -4.36 2.92
H -0.52 -1.04 -0.44
H -0.81 -2.24 -1.71
H 0.86 -1.84 -1.12
H 2.32 -4.27 2.57
H 1.08 -5.35 3.31
H 1.15 -3.66 3.74
```

=====

No. 9
The ion C9H18IN4 with charge +1 in a non-equilibrium geometry. Source: OMol25; level of theory: ωB97M-V with the def2-TZVPD basis set.

Results
Gap between HOMO and LUMO (spin up / spin down): 0.219 / 0.197 hartree
Energy relative to the best compared isomer or geometry (same formula, charge and spin): 86.22 kcal per mole
Spin multiplicity: 1
LUMO level (spin up / spin down): -3.9 / -4.1 eV
Charge: +1
M: 309.2 u

```
32
C9H18IN4 | OMol25 | ωB97M-V with the def2-TZVPD basis set
C 0.18 -2.63 0.65
C -0.69 -2.12 1.53
C -2.32 -0.88 0.12
C -0.55 -0.81 -1.60
C -0.73 -2.37 2.94
C 2.69 1.68 0.56
C 0.51 -0.15 -0.70
C 1.57 2.15 -0.19
C 1.11 1.12 -1.35
N -1.54 -1.04 1.17
N -1.83 -1.01 -1.16
N -3.65 -0.76 0.17
N -0.32 -1.03 -2.92
I 1.06 -4.41 0.88
H -1.01 -1.52 3.57
H 0.22 -2.82 3.29
H -1.45 -3.29 3.02
H 3.42 1.24 -0.15
H 2.33 0.93 1.37
H 3.24 2.52 1.02
H 0.10 0.03 0.35
H 1.25 -1.04 -0.53
H 1.94 3.00 -0.78
H 0.70 2.53 0.35
H 0.33 1.46 -2.03
H 2.08 0.95 -1.82
H -1.93 -0.65 1.97
H -2.42 -1.36 -1.86
H -4.09 -0.58 1.05
H -4.11 -0.30 -0.58
H 0.67 -0.94 -3.16
H -0.96 -1.45 -3.46
```

=====

No. 10
A structure of composition C9H18KO9 in a non-equilibrium geometry. Source: OMol25; level of theory: ωB97M-V with the def2-TZVPD basis set.

Results
Gap between HOMO and LUMO: 0.407 hartree
Energy relative to the best compared isomer or geometry (same formula, charge and spin): 31.96 kcal per mole
Spin multiplicity: 1
LUMO level: -2.9 eV
Charge: +1
M: 309.3 u

```
37
C9H18KO9 | OMol25 | ωB97M-V with the def2-TZVPD basis set
K -0.09 -0.14 -1.25
C -1.74 0.26 3.61
O -0.42 -0.13 3.78
C 0.40 -0.48 2.77
O 0.25 -0.46 1.58
O 1.51 -0.84 3.36
C 2.67 -1.13 2.58
H -2.23 -0.20 4.47
H -2.24 -0.12 2.72
H -1.77 1.35 3.58
H 3.02 -0.29 1.98
H 2.42 -1.90 1.86
H 3.50 -1.65 3.07
C 3.65 -1.75 -2.62
O 4.40 -0.68 -1.99
C 3.77 0.08 -1.14
O 2.58 -0.09 -0.83
O 4.60 0.92 -0.67
C 4.13 1.96 0.25
H 2.94 -2.20 -1.92
H 4.28 -2.45 -3.16
H 2.99 -1.28 -3.35
H 3.59 1.51 1.09
H 3.43 2.67 -0.20
H 4.94 2.52 0.71
C -3.91 0.29 0.66
O -4.61 0.44 -0.56
C -4.05 0.27 -1.77
O -2.87 0.04 -1.89
O -5.02 0.41 -2.64
C -4.75 0.55 -3.97
H -4.25 1.02 1.40
H -2.83 0.26 0.51
H -4.24 -0.67 1.06
H -5.41 1.25 -4.49
H -4.85 -0.41 -4.48
H -3.80 1.07 -4.13
```

=====

No. 11
An isolated molecule of C9H18N2O3 in a non-equilibrium geometry. Source: OMol25; level of theory: ωB97M-V with the def2-TZVPD basis set.

Results
Gap between HOMO and LUMO: 0.366 hartree
Energy relative to the best compared isomer or geometry (same formula, charge and spin): 47.02 kcal per mole
Spin multiplicity: 1
LUMO level: 0.5 eV
M: 202.3 u

```
32
C9H18N2O3 | OMol25 | ωB97M-V with the def2-TZVPD basis set
C -3.63 -0.50 1.56
C -2.10 -0.07 1.64
C -1.96 1.41 1.30
C -1.32 -0.94 0.60
C 0.18 -0.83 0.42
N 0.78 -1.50 -0.74
C 1.60 -0.95 -1.70
O 2.29 -1.56 -2.47
C 1.63 0.72 -1.74
C 2.35 0.99 -3.17
N 2.34 1.25 -0.57
C 1.02 -0.94 1.70
O 0.50 -0.81 2.75
O 2.29 -1.30 1.56
H -4.04 -0.76 0.51
H -4.07 0.26 2.22
H -3.78 -1.37 2.23
H -1.84 -0.31 2.69
H -2.59 2.00 1.99
H -2.21 1.66 0.22
H -0.91 1.84 1.47
H -1.62 -1.97 0.75
H -1.74 -0.66 -0.33
H 0.33 0.32 0.30
H 0.80 -2.52 -0.73
H 0.66 1.11 -1.83
H 3.26 0.50 -3.26
H 2.30 1.98 -3.44
H 1.72 0.35 -3.75
H 1.92 2.08 -0.16
H 3.32 1.42 -0.78
H 2.56 -0.91 0.75
```

=====

No. 12
An isolated molecule of C9H18N2O4 in a non-equilibrium geometry. Source: OMol25; level of theory: ωB97M-V with the def2-TZVPD basis set.

Results
Gap between HOMO and LUMO: 0.379 hartree
Energy relative to the best compared isomer or geometry (same formula, charge and spin): 159.01 kcal per mole
Spin multiplicity: 1
LUMO level: 0.3 eV
M: 218.3 u

```
33
C9H18N2O4 | OMol25 | ωB97M-V with the def2-TZVPD basis set
C -2.68 -1.10 1.11
C -3.12 0.23 0.30
C -4.66 0.17 0.01
C -2.08 0.28 -0.77
N -1.95 -1.14 -1.27
C -0.80 0.80 -0.13
O -0.74 1.69 0.85
N 0.23 -0.04 -0.46
C 1.39 0.13 0.30
C 2.21 1.08 -0.30
O 3.32 0.75 -0.59
O 1.91 2.39 -0.27
C 2.04 -1.29 0.59
C 2.40 -1.95 -0.76
O 3.31 -1.08 1.23
H -2.75 -2.16 0.70
H -1.68 -0.88 1.42
H -3.10 -1.25 2.21
H -2.91 1.11 1.07
H -5.14 -0.83 -0.39
H -5.22 0.34 1.11
H -4.80 1.04 -0.70
H -2.47 0.94 -1.56
H -2.38 -1.19 -2.37
H -2.62 -2.00 -0.70
H 0.19 -1.06 -0.89
H 0.94 0.57 1.17
H 1.03 2.33 0.31
H 1.24 -1.90 1.18
H 2.85 -3.02 -0.48
H 1.41 -2.04 -1.19
H 3.17 -1.39 -1.27
H 3.63 -0.50 0.60
```

=====

No. 13
An isolated molecule of C9H18N2O4 in a non-equilibrium geometry. Source: OMol25; level of theory: ωB97M-V with the def2-TZVPD basis set.

Results
Gap between HOMO and LUMO: 0.362 hartree
Energy relative to the best compared isomer or geometry (same formula, charge and spin): 104.10 kcal per mole
Spin multiplicity: 1
LUMO level: 0.3 eV
M: 218.3 u

```
33
C9H18N2O4 | OMol25 | ωB97M-V with the def2-TZVPD basis set
C 1.71 1.04 1.60
C 2.33 1.22 0.17
C 1.84 2.49 -0.60
C 1.89 -0.25 -0.67
N 0.54 -0.66 -0.48
C -0.54 -0.12 -1.05
O -0.73 0.89 -1.74
C -1.89 -0.78 -0.86
N -1.71 -1.95 0.01
C -2.79 0.16 0.06
C -4.26 -0.16 0.33
O -2.00 0.33 1.29
C 2.64 -1.45 -0.20
O 1.99 -2.48 0.04
O 3.92 -1.35 0.10
H 1.91 2.06 2.12
H 0.68 0.78 1.40
H 2.17 0.33 2.31
H 3.37 1.35 0.33
H 1.98 3.34 0.16
H 1.01 2.27 -1.23
H 2.84 2.79 -1.39
H 2.07 0.03 -1.69
H 0.46 -1.39 0.04
H -2.17 -0.97 -1.92
H -2.27 -2.75 -0.30
H -0.71 -2.25 -0.06
H -2.70 1.21 -0.43
H -4.50 -1.22 0.12
H -4.53 0.03 1.33
H -4.94 0.31 -0.46
H -1.99 -0.57 1.61
H 4.37 -2.30 0.06
```

=====

No. 14
The ion C9H18N3OS with charge +1 in a non-equilibrium geometry. Source: OMol25; level of theory: ωB97M-V with the def2-TZVPD basis set.

Results
Gap between HOMO and LUMO: 0.317 hartree
Energy relative to the best compared isomer or geometry (same formula, charge and spin): 142.72 kcal per mole
Spin multiplicity: 1
LUMO level: -3.0 eV
Charge: +1
M: 216.3 u

```
32
C9H18N3OS | OMol25 | ωB97M-V with the def2-TZVPD basis set
C 0.48 -2.87 -0.26
O 0.84 -1.50 -0.42
C 2.24 -1.28 -0.08
C 2.88 -0.05 -0.66
C 1.79 1.04 -0.95
C 1.37 1.65 0.40
C -0.05 2.27 0.24
N -1.10 1.28 -0.07
C -2.40 1.61 -0.22
C -3.28 0.80 -0.80
S -3.13 -0.94 -1.23
N -0.95 0.04 0.68
C -1.57 -0.51 1.60
N -2.05 -0.99 2.57
H 1.15 -3.41 -0.81
H -0.42 -3.10 -0.71
H 0.30 -3.07 0.72
H 2.91 -2.02 -0.50
H 2.22 -1.16 0.95
H 3.69 0.24 0.01
H 3.36 -0.07 -1.66
H 2.18 1.79 -1.46
H 0.87 0.77 -1.42
H 1.33 0.89 1.17
H 2.09 2.57 0.72
H -0.08 2.83 -0.61
H -0.46 2.84 1.12
H -2.71 2.53 0.10
H -4.37 1.16 -0.89
H -4.41 -1.18 -0.81
H -0.02 -0.59 0.14
H -2.69 -1.59 3.12
```